{"formula": "C8H14N3Pt", "method": "ωB97M-V/def2-TZVPD", "charge": -1, "orbital_gap_ev": [2.965, 5.801], "max_force_ev_per_a": 3.34, "energy_ha": -596.7098, "multiplicity": 3, "elements": ["C", "Pt", "N", "H", "H", "H", "H", "H", "H", "H", "H", "N", "C", "N", "C", "C", "C", "C", "C", "C", "H", "H", "H", "H", "H", "H"], "xyz": [[-3.430856, -1.483315, -3.525227], [0.059728, -1.355653, -1.129599], [0.597512, -0.089363, -2.673547], [-1.176826, -2.003995, -0.359147], [-4.239775, -0.791254, -3.619017], [-3.759951, -2.476766, -3.223509], [-2.624433, -1.116860, -2.810184], [-2.924746, -1.521301, -4.492687], [1.589779, -0.221948, -2.798167], [0.453501, 0.883347, -2.411739], [0.211777, -0.142716, -3.614344], [2.876741, 0.189140, 1.453540], [2.492247, -0.464458, 0.331300], [1.158385, -0.315158, 0.162016], [0.662700, 0.523923, 1.182639], [-0.660184, 0.754572, 1.562257], [-0.864009, 1.310602, 2.835457], [0.220998, 1.595483, 3.678840], [1.541758, 1.326229, 3.298432], [1.741913, 0.810959, 2.027554], [3.849347, 0.176502, 1.800144], [3.118077, -1.106820, -0.306685], [-1.437263, 0.475372, 0.862493], [-1.874324, 1.525522, 3.171580], [0.022882, 2.016741, 4.651510], [2.395023, 1.501212, 3.946084]], "forces_ev_per_a": [[1.96, 0.19, 0.48], [-2.95, -1.30, -0.91], [0.98, 1.38, -1.88], [0.14, -0.88, 0.85], [-0.59, 0.42, 0.20], [0.00, 0.13, -0.02], [-1.22, -0.47, -0.56], [-0.14, -0.27, -0.09], [0.65, 0.25, -0.06], [0.14, -0.10, 0.34], [-0.18, -0.40, 0.20], [0.61, 1.10, 1.63], [-0.61, -0.62, -1.70], [0.51, 1.73, 1.84], [1.66, -2.11, -1.15], [-0.35, 0.47, -0.16], [0.67, 0.22, 0.16], [-1.19, 0.03, -0.24], [0.88, 0.35, -0.14], [1.01, -0.86, 0.10], [-1.35, 0.20, -0.18], [-0.39, 0.54, 0.67], [-0.14, -0.03, 0.26], [0.09, -0.04, 0.03], [-0.02, 0.07, 0.19], [-0.17, 0.00, 0.14]], "nbo_charge": [-0.87, 0.11, -1.07, -0.38, 0.19, 0.21, 0.25, 0.19, 0.36, 0.38, 0.37, -0.57, 0.00, -0.58, 0.09, -0.34, -0.22, -0.29, -0.36, 0.13, 0.40, 0.19, 0.23, 0.19, 0.19, 0.19]}


{"formula": "C4H6LiNdO2", "method": "ωB97M-V/def2-TZVPD", "charge": 1, "orbital_gap_ev": [5.755, 6.085], "max_force_ev_per_a": 7.06, "energy_ha": -875.1096, "multiplicity": 5, "elements": ["O", "Nd", "C", "C", "H", "H", "H", "H", "C", "C", "O", "Li", "H", "H"], "xyz": [[-1.472699, 1.409733, 0.175527], [-0.008804, 2.550941, -0.999962], [-1.610740, 0.044000, 0.378624], [-0.290627, -0.671484, 0.687053], [-2.286479, -0.142803, 1.238003], [-0.012808, -0.315643, 1.695754], [-0.447924, -1.759843, 0.768967], [-2.075926, -0.450771, -0.501923], [0.608919, -0.292649, -1.345125], [1.151669, -0.362469, -0.067403], [2.239549, -0.396043, 0.579078], [3.229578, 1.159155, 1.365076], [-0.367313, -0.290798, -1.838820], [1.343611, -0.481322, -2.134853]], "forces_ev_per_a": [[1.27, 1.35, -0.92], [-1.20, -1.33, 0.54], [-0.14, -1.03, -0.42], [2.07, 0.77, 3.02], [0.29, -0.01, -0.38], [-0.41, -0.41, 0.32], [0.23, 0.37, -0.19], [0.00, 0.32, 0.28], [4.58, 1.03, -2.42], [-6.96, -1.16, -0.29], [0.72, 1.60, -0.37], [-0.40, -1.52, -0.31], [-0.26, -0.45, 1.52], [0.22, 0.45, -0.39]], "mulliken_spin": [-0.02, 4.03, -0.01, 0.00, 0.00, 0.00, 0.00, 0.00, 0.00, 0.00, 0.00, 0.00, 0.00, 0.00]}


{"formula": "C16H14F3N3OS", "method": "ωB97M-V/def2-TZVPD", "orbital_gap_ev": 8.561, "max_force_ev_per_a": 0.83, "smiles": "Cc1c(OCC(F)(F)F)ccnc1CSc1nc2ccccc2[nH]1", "energy_ha": -1555.4392, "elements": ["C", "C", "C", "O", "C", "C", "F", "F", "F", "C", "C", "N", "C", "C", "S", "C", "N", "C", "C", "C", "C", "C", "C", "N", "H", "H", "H", "H", "H", "H", "H", "H", "H", "H", "H", "H", "H", "H"], "xyz": [[-1.116561, -1.946473, 1.658656], [-0.928796, -1.738261, 0.189968], [-1.816939, -0.915928, -0.516887], [-2.817391, -0.339920, 0.222967], [-3.737383, 0.485862, -0.429257], [-4.742937, 0.943448, 0.623545], [-4.176094, 1.650231, 1.602010], [-5.383646, -0.079745, 1.192959], [-5.680410, 1.728453, 0.068174], [-1.650006, -0.737275, -1.882475], [-0.603759, -1.407562, -2.497996], [0.251459, -2.167079, -1.851646], [0.114805, -2.305678, -0.538372], [1.172875, -3.158323, 0.086034], [2.087346, -2.367358, 1.457574], [2.327737, -0.753959, 0.863103], [1.753443, -0.218322, -0.171095], [2.232159, 1.066743, -0.227144], [1.956445, 2.083748, -1.131484], [2.588620, 3.295618, -0.940355], [3.473752, 3.503693, 0.117743], [3.761157, 2.505189, 1.029263], [3.130843, 1.288233, 0.843507], [3.171107, 0.096027, 1.527719], [-0.773009, -2.931004, 1.965415], [-0.553028, -1.199751, 2.217261], [-2.166513, -1.834341, 1.916123], [-3.262885, 1.381689, -0.854136], [-4.294341, -0.048045, -1.212588], [-2.300424, -0.104802, -2.464375], [-0.445150, -1.321967, -3.564275], [1.897146, -3.426162, -0.682193], [0.757875, -4.062321, 0.535324], [1.274310, 1.915768, -1.949277], [2.397411, 4.107553, -1.626342], [3.946022, 4.468594, 0.225901], [4.446805, 2.666730, 1.847382], [3.707967, -0.123293, 2.349260]], "forces_ev_per_a": [[-0.09, 0.07, -0.02], [-0.18, 0.00, -0.22], [0.16, -0.17, 0.10], [0.31, -0.17, -0.07], [-0.29, 0.22, -0.07], [-0.06, 0.04, -0.06], [0.30, 0.07, 0.11], [0.02, -0.32, 0.02], [0.04, 0.06, -0.32], [-0.12, 0.15, 0.12], [-0.15, 0.12, 0.03], [0.29, -0.33, -0.25], [-0.68, 0.05, -0.04], [0.44, 0.20, 0.21], [0.07, -0.41, 0.26], [-0.13, -0.05, -0.21], [-0.03, -0.28, -0.01], [0.55, 0.36, 0.51], [0.06, -0.07, 0.11], [-0.07, 0.12, -0.15], [0.08, 0.07, 0.07], [0.08, -0.02, 0.12], [-0.31, 0.35, -0.55], [0.01, -0.19, 0.13], [0.00, -0.03, 0.08], [0.02, 0.01, 0.13], [-0.02, -0.06, 0.08], [-0.08, -0.15, 0.05], [0.10, 0.10, 0.12], [-0.08, 0.05, -0.06], [-0.08, 0.07, -0.12], [-0.18, -0.04, 0.03], [0.05, 0.00, 0.03], [-0.09, -0.02, -0.11], [-0.01, 0.07, -0.06], [0.04, 0.07, 0.02], [0.08, 0.06, 0.07], [-0.01, 0.01, -0.08]], "nbo_charge": [-0.64, -0.08, 0.34, -0.49, -0.15, 0.96, -0.32, -0.32, -0.33, -0.35, 0.06, -0.44, 0.24, -0.54, 0.26, 0.22, -0.50, 0.09, -0.21, -0.23, -0.22, -0.26, 0.15, -0.56, 0.21, 0.23, 0.23, 0.20, 0.20, 0.22, 0.19, 0.26, 0.24, 0.22, 0.21, 0.21, 0.21, 0.42]}


{"formula": "C4H9NO", "method": "ωB97M-V/def2-TZVPD", "orbital_gap_ev": 9.601, "max_force_ev_per_a": 0.68, "energy_ha": -287.7286, "elements": ["C", "C", "C", "C", "O", "N", "H", "H", "H", "H", "H", "H", "H", "H", "H"], "xyz": [[2.224969, 0.505216, -0.248956], [1.356261, -0.613955, -0.757779], [0.605360, -1.379016, 0.033666], [-1.646401, 0.341848, 0.643329], [-1.480927, 0.809650, -0.602309], [-2.926228, 0.500735, 0.972534], [2.262155, 1.346829, -0.949258], [3.255712, 0.160577, -0.103951], [1.855933, 0.876341, 0.713590], [-0.562201, 0.587717, -0.833769], [1.376151, -0.813673, -1.829897], [-0.012515, -2.183314, -0.358168], [0.542271, -1.202829, 1.102674], [-3.623421, 0.887666, 0.342812], [-3.227117, 0.176205, 1.875479]], "forces_ev_per_a": [[0.03, 0.06, 0.04], [-0.01, -0.19, 0.09], [0.17, 0.04, -0.14], [-0.64, 0.23, -0.06], [0.16, -0.14, 0.22], [0.16, -0.06, 0.08], [-0.02, -0.12, 0.09], [-0.11, 0.07, -0.05], [0.07, -0.08, -0.13], [-0.14, 0.02, -0.02], [0.02, 0.01, 0.14], [0.14, 0.11, 0.00], [0.07, -0.04, -0.17], [0.09, -0.01, 0.01], [0.01, 0.10, -0.11]], "nbo_charge": [-0.66, -0.25, -0.37, 0.27, -0.72, -0.82, 0.21, 0.22, 0.22, 0.51, 0.20, 0.20, 0.21, 0.38, 0.40]}


{"formula": "C20H25AgN5O3", "method": "ωB97M-V/def2-TZVPD", "charge": 1, "orbital_gap_ev": 7.823, "max_force_ev_per_a": 0.16, "energy_ha": -1423.3584, "elements": ["Ag", "N", "C", "N", "C", "N", "N", "C", "C", "C", "C", "C", "C", "N", "C", "C", "C", "C", "C", "C", "H", "H", "H", "H", "H", "H", "H", "H", "H", "H", "H", "C", "O", "C", "C", "O", "C", "C", "O", "C", "H", "H", "H", "H", "H", "H", "H", "H", "H", "H", "H", "H", "H", "H"], "xyz": [[-0.108243, -0.230464, 0.041957], [1.708117, -2.966519, -3.237752], [1.322169, -1.938564, -2.472370], [0.611346, -2.031291, -1.397029], [0.198798, -3.291068, -0.968656], [-0.487204, -3.489728, 0.109023], [-0.823626, -2.340338, 0.787916], [-1.360313, -2.529886, 1.923473], [-1.791049, -1.384713, 2.748409], [-2.563247, -1.617246, 3.879610], [-3.000205, -0.535408, 4.628406], [-2.650170, 0.739424, 4.217544], [-1.866462, 0.873680, 3.078371], [-1.433748, -0.153915, 2.361893], [0.568158, -4.461814, -1.773032], [0.178050, -5.760173, -1.433480], [0.551900, -6.825722, -2.222758], [1.323690, -6.615991, -3.367167], [1.718788, -5.343667, -3.721557], [1.336000, -4.273266, -2.919033], [2.266169, -2.791035, -4.057567], [1.646965, -0.957479, -2.801610], [-1.534344, -3.538556, 2.295761], [-2.820527, -2.630914, 4.157284], [-3.605695, -0.686469, 5.511858], [-2.969264, 1.616365, 4.762881], [-1.573168, 1.858404, 2.730460], [-0.418015, -5.901479, -0.543708], [0.247679, -7.828378, -1.956606], [1.615019, -7.456013, -3.982912], [2.316643, -5.172842, -4.608207], [2.045880, -0.163140, 2.621532], [1.902034, 0.510667, 1.380513], [1.874378, 1.917436, 1.526511], [1.815153, 2.531036, 0.145607], [0.623110, 2.182208, -0.549310], [-0.458696, 3.072921, -0.322257], [-1.661135, 2.555234, -1.066472], [-2.032508, 1.317673, -0.491191], [-3.175791, 0.743242, -1.102623], [2.988459, 0.113906, 3.101369], [2.045879, -1.230053, 2.410235], [1.213840, 0.072553, 3.291694], [2.779743, 2.265216, 2.038037], [1.007898, 2.213951, 2.133341], [2.643378, 2.148428, -0.451127], [1.911645, 3.618773, 0.214929], [-0.201433, 4.074141, -0.684003], [-0.689744, 3.137968, 0.747398], [-1.419973, 2.425696, -2.128411], [-2.481674, 3.277112, -0.982630], [-4.041479, 1.403944, -1.002033], [-3.375523, -0.195596, -0.591126], [-2.995863, 0.548291, -2.164367]], "forces_ev_per_a": [[-0.08, 0.12, 0.06], [0.00, 0.02, -0.01], [-0.01, -0.01, 0.02], [0.01, -0.01, -0.04], [-0.01, -0.01, 0.04], [-0.01, 0.01, -0.04], [0.06, -0.12, 0.07], [-0.03, 0.07, -0.01], [0.00, -0.01, 0.02], [0.00, 0.01, 0.00], [0.02, 0.03, -0.03], [-0.01, -0.03, 0.01], [0.01, 0.01, 0.03], [0.00, -0.07, -0.10], [0.01, -0.01, -0.02], [0.01, 0.00, -0.01], [-0.01, -0.01, 0.01], [0.00, 0.00, 0.00], [0.00, -0.01, 0.00], [0.00, 0.01, 0.01], [0.00, -0.01, 0.00], [0.00, 0.00, -0.01], [0.00, 0.00, -0.02], [0.00, 0.00, 0.00], [0.00, 0.00, 0.00], [0.00, 0.00, 0.01], [0.00, 0.00, -0.01], [0.00, 0.00, 0.00], [0.00, 0.00, 0.00], [0.00, 0.00, 0.00], [0.00, 0.00, 0.00], [-0.02, 0.00, 0.00], [0.03, 0.04, -0.01], [0.01, 0.00, -0.03], [-0.01, -0.02, 0.04], [0.03, -0.02, -0.02], [-0.01, 0.00, -0.02], [0.02, 0.00, 0.03], [0.01, 0.03, 0.00], [0.00, -0.01, 0.00], [0.00, 0.00, 0.00], [0.00, 0.00, 0.00], [0.00, 0.00, 0.00], [0.00, 0.01, 0.00], [0.00, 0.00, 0.00], [0.00, -0.01, 0.00], [0.00, 0.00, 0.00], [0.00, 0.00, 0.00], [0.00, 0.00, 0.00], [0.00, 0.00, 0.00], [0.00, 0.00, 0.00], [0.00, 0.00, 0.00], [0.00, 0.00, 0.00], [0.00, 0.00, 0.00]], "nbo_charge": [0.86, -0.53, 0.35, -0.61, 0.39, -0.35, -0.33, 0.08, 0.13, -0.21, -0.15, -0.24, 0.06, -0.46, -0.07, -0.16, -0.21, -0.16, -0.23, 0.14, 0.43, 0.20, 0.20, 0.23, 0.23, 0.23, 0.19, 0.25, 0.23, 0.23, 0.22, -0.25, -0.57, -0.09, -0.08, -0.56, -0.08, -0.08, -0.57, -0.25, 0.18, 0.20, 0.18, 0.19, 0.17, 0.21, 0.19, 0.19, 0.17, 0.18, 0.19, 0.18, 0.20, 0.18]}


{"formula": "C18H34CrN4OS4Sb", "method": "ωB97M-V/def2-TZVPD", "orbital_gap_ev": [5.702, 6.626], "max_force_ev_per_a": 2.47, "energy_ha": -3878.0346, "multiplicity": 6, "elements": ["Cr", "C", "C", "N", "C", "C", "N", "C", "C", "C", "N", "C", "C", "N", "C", "H", "H", "H", "H", "H", "H", "H", "H", "H", "H", "H", "H", "H", "H", "H", "H", "H", "H", "H", "H", "H", "H", "H", "H", "S", "Sb", "S", "S", "C", "C", "C", "C", "C", "C", "C", "S", "C", "O", "H", "H", "H", "H", "H", "H", "H", "H", "H", "H"], "xyz": [[1.052152, -13.836138, -1.367014], [0.000172, -15.095303, 1.736802], [-0.679746, -15.558566, 0.429061], [-0.825781, -14.584483, -0.689673], [-1.798208, -13.524761, -0.393125], [-1.133143, -12.131212, -0.426644], [-0.201701, -11.970550, -1.559454], [0.425828, -10.656454, -1.724093], [1.767439, -10.441677, -1.054793], [2.844412, -11.249423, -1.719478], [2.874110, -12.735370, -1.429173], [3.672243, -13.129880, -0.253573], [2.981917, -12.868249, 1.070515], [1.614118, -13.416807, 1.168860], [1.500603, -14.775657, 1.686577], [-0.094957, -15.908872, 2.426243], [-0.586363, -14.340427, 2.228001], [-1.660418, -15.941709, 0.667195], [-0.154269, -16.393686, 0.061991], [-1.233079, -15.117147, -1.425660], [-2.244437, -13.716380, 0.590202], [-2.643252, -13.540012, -1.120251], [-0.523491, -11.968015, 0.461939], [-1.879882, -11.306446, -0.487822], [-0.738453, -12.185334, -2.409485], [-0.280002, -9.835348, -1.456051], [0.644221, -10.511944, -2.831116], [1.684644, -10.604125, 0.049056], [2.076613, -9.393382, -1.116514], [3.868130, -10.861679, -1.497345], [2.755828, -11.229376, -2.775547], [3.276066, -13.177406, -2.265632], [4.623049, -12.642324, -0.188484], [3.876171, -14.175661, -0.463437], [2.961382, -11.835543, 1.251547], [3.542488, -13.340606, 1.865847], [1.050805, -12.815802, 1.782977], [1.884455, -14.890557, 2.730105], [2.108450, -15.449699, 1.033029], [3.699117, -16.377481, -2.476858], [3.325233, -15.646331, -4.916048], [1.818697, -16.240343, -1.543255], [2.799356, -13.402813, -4.695203], [-3.010594, -19.014427, -6.585273], [-2.437821, -17.802121, -5.913872], [-3.313681, -16.814673, -5.436629], [-2.811274, -15.609544, -4.979733], [-1.453941, -15.426415, -4.858666], [-0.544272, -16.415287, -5.309119], [-1.050430, -17.602137, -5.798271], [-0.788199, -13.918323, -4.254894], [-0.619087, -13.068509, -5.785565], [-1.889684, -13.188335, -3.529004], [-3.420380, -18.733975, -7.533264], [-3.898230, -19.355664, -6.003747], [-2.293123, -19.801160, -6.772467], [-4.413664, -16.973638, -5.545486], [-3.542166, -14.917352, -4.564430], [0.551851, -16.247509, -5.307872], [-0.255684, -18.324334, -6.070976], [-1.441236, -13.313651, -6.479716], [0.383819, -13.398453, -6.178251], [-0.504105, -12.033856, -5.540164]], "forces_ev_per_a": [[0.17, -0.07, -0.08], [0.37, -0.85, -1.04], [-0.11, 0.76, 0.74], [0.20, -0.05, 0.78], [-0.64, 1.01, -0.27], [-0.03, 0.91, 0.04], [0.26, -1.14, -0.34], [-0.32, 1.20, -1.39], [-0.23, -0.10, 1.32], [1.67, -1.48, 1.06], [0.02, 0.96, 0.11], [-0.74, -0.64, -0.45], [-0.58, -1.98, -0.01], [-0.11, 0.86, -0.23], [0.00, -0.05, 0.20], [-0.20, -0.88, 0.27], [-0.05, 0.95, 0.11], [-0.60, 0.01, 0.28], [0.87, -0.95, -0.62], [-0.08, -0.55, -0.87], [0.11, 0.28, -0.07], [0.79, -0.09, 0.32], [-0.22, -0.05, 0.23], [0.11, -0.62, 0.27], [-0.05, 0.08, 0.19], [0.26, -0.52, 0.00], [-0.53, -0.32, 1.13], [0.15, -0.18, -0.75], [-0.32, 0.01, -0.28], [-0.68, -0.09, 0.05], [-0.28, 0.37, -1.17], [0.08, 0.06, -0.05], [0.76, 0.57, -0.31], [0.05, -0.41, 0.51], [-0.13, 1.49, 0.31], [0.70, 0.05, 0.27], [0.38, -0.23, -0.43], [0.03, 0.30, -0.52], [-0.82, 0.30, 0.42], [-0.38, 0.46, -0.54], [0.22, -0.09, 0.87], [0.05, 0.82, -0.21], [-0.07, 0.01, 0.15], [-0.84, -0.02, 0.92], [0.30, -0.01, 0.11], [-0.11, -0.58, -1.03], [-1.03, -0.28, 1.08], [0.97, -0.77, -0.88], [-0.33, 0.93, 0.46], [0.45, -0.13, -0.17], [0.16, 0.13, 0.53], [1.21, -1.07, -1.29], [-0.35, 0.00, 0.29], [-0.17, 0.27, -0.78], [0.77, -0.20, -0.30], [0.10, -0.23, 0.26], [1.04, 0.18, 0.24], [0.46, 0.33, -0.19], [-0.83, -0.06, 0.30], [-1.07, 0.08, -0.14], [0.32, 0.36, 0.41], [-0.96, 0.23, 0.13], [-0.19, 0.71, 0.05]], "nbo_charge": [0.92, -0.41, -0.21, -0.72, -0.23, -0.21, -0.75, -0.21, -0.42, -0.22, -0.77, -0.23, -0.22, -0.66, -0.23, 0.23, 0.20, 0.19, 0.24, 0.40, 0.21, 0.24, 0.19, 0.20, 0.43, 0.19, 0.22, 0.20, 0.23, 0.20, 0.24, 0.45, 0.20, 0.24, 0.20, 0.19, 0.36, 0.17, 0.25, -0.40, 0.57, -0.64, -0.93, -0.63, 0.01, -0.22, -0.19, -0.31, -0.18, -0.21, 1.35, -0.84, -1.01, 0.22, 0.22, 0.22, 0.21, 0.24, 0.24, 0.23, 0.24, 0.28, 0.24]}